{
  "formula": "C4H10O6",
  "method": "wB97M-V/def2-TZVPD",
  "species": ["O", "C", "O", "C", "C", "C", "O", "O", "H", "H", "H", "H", "H", "H", "H", "H", "O", "H", "H", "O"],
  "positions_angstrom": [[-0.005, 3.029, 0.128], [0.149, 1.963, -0.359], [0.732, 1.806, -1.608], [-0.440, 0.663, 0.131], [0.149, -0.599, -0.484], [1.601, -0.800, -0.243], [1.958, -0.851, 0.988], [2.419, -0.996, -1.158], [1.626, 2.165, -1.675], [-1.518, 0.652, -0.080], [-0.558, 0.677, 1.209], [-0.147, -0.619, -1.533], [-0.299, -1.485, -0.043], [2.837, -1.160, 1.273], [-2.040, -0.284, 3.847], [-3.276, -0.539, 3.013], [-2.471, -0.009, 3.026], [-2.468, -3.471, -1.736], [-3.124, -2.319, -1.036], [-2.737, -3.186, -0.853]],
  "total_charge": 1,
  "spin_multiplicity": 2,
  "s_squared": 0.755,
  "orbital_gap_ev": [9.4955, 4.5422],
  "homo_energy_ev": [-14.472, -14.463]
}